(1)
Molecular formula: H3N3O4
Method: DFT, ωB97M-V with the def2-TZVPD basis set

Geometry as XYZ:
```
10
H3N3O4 (ωB97M-V with the def2-TZVPD basis set)
N -0.820 -0.340 -1.399
N -0.166 -0.371 -0.105
N -0.414 0.625 0.755
O -1.385 1.243 0.399
O 0.125 0.692 1.819
O 2.055 -0.254 0.178
O 0.877 -1.073 0.045
H -1.578 -0.982 -1.268
H -1.069 0.597 -1.526
H 2.375 -0.136 1.101
```

Calculated values
SMILES string: NN(OO)[N+](=O)[O-]
Multiplicity: 1
ΔE to the lowest compared entry with this formula, charge and spin: 55.8 kJ/mol

Results of the Löwdin charge analysis, in e, for atoms 1 through 5: number 1, N, carries 0.17; number 2, N, carries -0.20; number 3, N, carries -0.40; number 4, O, carries 0.07; number 5, O, carries 0.12

(2)
Molecular formula: C6H7Br2N4
Method: DFT, ωB97M-V with the def2-TZVPD basis set

Geometry as XYZ:
```
19
C6H7Br2N4 (ωB97M-V with the def2-TZVPD basis set)
C -2.453 1.435 1.399
C -0.280 -0.812 -0.620
C -0.244 1.771 0.389
C -1.380 0.974 0.660
C -1.435 -0.378 0.129
C 0.814 -0.052 -0.893
N -3.445 1.784 1.893
N 0.755 1.377 -0.355
N -2.458 -1.170 0.265
N 1.901 -0.455 -1.544
Br 3.498 -2.361 0.810
Br 2.254 2.481 -0.607
H -0.383 -1.771 -1.071
H -0.270 2.746 0.957
H -2.545 -2.064 -0.222
H -3.284 -0.588 0.646
H 2.048 -1.482 -1.608
H 4.160 -1.372 1.450
H 2.746 -0.063 -1.680
```

Calculated values
Charge: +1
Multiplicity: 1
ΔE to the lowest compared entry with this formula, charge and spin: 112.1 kJ/mol

Results of the Löwdin charge analysis, in e, for atoms 1 through 5: number 1, C, carries -0.21; number 2, C, carries 0.04; number 3, C, carries -0.09; number 4, C, carries -0.15; number 5, C, carries -0.24

(3)
Molecular formula: C3H5Cl3O2S
Method: DFT, ωB97M-V with the def2-TZVPD basis set

Geometry as XYZ:
```
14
C3H5Cl3O2S (ωB97M-V with the def2-TZVPD basis set)
C 0.425 0.843 -0.906
C -0.055 0.719 0.542
C -2.050 -0.467 0.136
O -3.045 1.864 -0.431
O -3.316 0.991 1.842
S -3.243 0.756 0.440
Cl -0.575 2.095 1.400
Cl -2.103 -0.910 -1.538
Cl -4.983 -0.151 -0.218
H 0.209 1.911 -1.254
H 1.510 0.785 -0.745
H -0.097 0.017 -1.336
H 0.415 -0.212 0.996
H -2.089 -1.279 0.953
```

Calculated values
Multiplicity: 1
ΔE to the lowest compared entry with this formula, charge and spin: 0.0 kJ/mol

Results of the Löwdin charge analysis, in e, for atoms 1 through 5: number 1, C, carries -0.16; number 2, C, carries -0.59; number 3, C, carries -0.77; number 4, O, carries -0.37; number 5, O, carries -0.36

(4)
Molecular formula: C4H7N3O
Method: DFT, ωB97M-V with the def2-TZVPD basis set

Geometry as XYZ:
```
15
C4H7N3O (ωB97M-V with the def2-TZVPD basis set)
C -0.191 -0.158 0.791
C 0.505 0.055 -0.410
N 1.871 0.301 -0.436
N -1.423 -0.398 -1.733
C 0.418 0.143 2.084
C -0.168 -0.089 -1.662
N -1.505 -0.507 0.767
O 1.576 0.464 2.284
H 2.199 0.904 -1.174
H 2.276 0.478 0.475
H -2.033 -0.329 1.608
H -1.860 -0.587 -0.307
H -1.821 -0.420 -2.665
H -0.295 0.082 2.931
H 0.451 0.060 -2.552
```

Calculated values
SMILES string: [H]/N=C/C(N)=C(\N)C=O
Multiplicity: 1
ΔE to the lowest compared entry with this formula, charge and spin: 163.6 kJ/mol

Results of the Löwdin charge analysis, in e, for atoms 1 through 5: number 1, C, carries -0.26; number 2, C, carries -0.27; number 3, N, carries 0.09; number 4, N, carries 0.06; number 5, C, carries -0.20

(5)
Molecular formula: C30H52N6ORhSSeSi4
Method: DFT, ωB97M-V with the def2-TZVPD basis set

Geometry as XYZ:
```
96
C30H52N6ORhSSeSi4 (ωB97M-V with the def2-TZVPD basis set)
Rh 0.302 -0.439 0.065
N -3.345 1.327 -2.551
C -2.767 0.467 -1.524
N -1.325 0.814 -1.436
C -1.156 2.181 -1.018
N -0.272 2.539 -0.174
N 0.409 1.529 0.454
C 0.691 1.812 1.741
C 0.624 0.728 2.625
C 0.933 0.752 4.005
C 0.675 -0.348 4.771
C 0.119 -1.504 4.181
C -0.121 -1.499 2.833
N 0.115 -0.421 2.063
C -2.095 3.162 -1.592
C -1.942 4.534 -1.382
C -2.795 5.440 -1.974
C -3.828 4.976 -2.789
C -4.012 3.623 -2.986
C -3.159 2.701 -2.374
H -4.274 1.079 -2.859
H -3.187 0.711 -0.536
H 0.769 2.843 2.059
H 1.354 1.653 4.431
H 0.887 -0.332 5.832
H -0.120 -2.379 4.767
H -0.517 -2.367 2.323
H -1.126 4.868 -0.755
H -2.663 6.501 -1.810
H -4.500 5.679 -3.264
H -4.829 3.264 -3.602
Se 2.981 -2.472 -2.850
C 1.702 -1.396 -2.480
N 0.867 -0.616 -2.085
C 3.400 -5.701 1.226
C 3.831 -4.665 2.258
C 2.881 -3.473 2.335
S 2.900 -2.529 0.783
O 1.421 -2.325 0.423
C 3.539 -0.919 1.333
C 4.729 -0.427 0.493
C 4.356 0.778 -0.369
H 4.122 -6.515 1.167
H 3.313 -5.267 0.227
H 2.431 -6.130 1.488
H 4.845 -4.313 2.045
H 3.869 -5.121 3.248
H 3.125 -2.804 3.158
H 1.841 -3.786 2.434
H 3.766 -0.985 2.395
H 2.678 -0.257 1.211
H 5.095 -1.234 -0.145
H 5.550 -0.168 1.161
H 3.491 0.554 -1.000
H 5.180 1.066 -1.021
H 4.100 1.637 0.254
C -3.355 -1.657 -3.715
Si -3.169 -1.394 -1.879
C -1.815 -2.500 -1.198
C -4.756 -1.709 -0.973
Si -0.365 0.415 -2.892
Si 0.783 2.112 -4.128
C -0.002 2.090 -5.817
C 0.714 3.814 -3.408
C 2.547 1.507 -4.210
Si 0.345 -1.989 -5.711
C 0.129 -3.771 -5.202
C 2.000 -1.638 -6.504
C -1.026 -1.493 -6.873
H -4.178 -2.344 -3.933
H -2.440 -2.094 -4.126
H -3.542 -0.722 -4.247
H -2.235 -3.411 -0.762
H -1.253 -1.981 -0.412
H -1.100 -2.797 -1.970
H -5.119 -2.720 -1.175
H -5.547 -1.010 -1.259
H -4.599 -1.615 0.105
H -1.090 2.004 -5.768
H 0.379 1.252 -6.405
H 0.240 3.014 -6.351
H -0.283 4.250 -3.489
H 1.408 4.434 -3.983
H 1.015 3.835 -2.358
H 2.621 0.420 -4.293
H 3.109 1.819 -3.325
H 3.029 1.939 -5.092
H 0.767 -4.049 -4.363
H 0.385 -4.420 -6.047
H -0.910 -3.972 -4.932
H 2.832 -1.731 -5.807
H 2.016 -0.633 -6.931
H 2.170 -2.349 -7.322
H -2.002 -1.455 -6.385
H -1.085 -2.240 -7.673
H -0.834 -0.523 -7.333
```

Calculated values
Charge: +1
Multiplicity: 5
ΔE to the lowest compared entry with this formula, charge and spin: 160.8 kJ/mol

Results of the Löwdin charge analysis, in e, for atoms 1 through 5: number 1, Rh, carries 0.97; number 2, N, carries 0.03; number 3, C, carries -0.38; number 4, N, carries -0.21; number 5, C, carries -0.34

(6)
Molecular formula: C20H44N2O5
Method: DFT, ωB97M-V with the def2-TZVPD basis set

Geometry as XYZ:
```
71
C20H44N2O5 (ωB97M-V with the def2-TZVPD basis set)
C 6.015 -3.991 5.038
O 6.812 -3.282 3.984
C 5.796 -2.811 3.029
C 5.990 -1.267 2.512
O 6.556 -0.340 3.503
C 5.798 -0.327 4.763
O 6.412 -0.898 5.835
C 4.328 0.348 5.023
C 3.135 -0.164 4.021
O 1.864 -0.049 4.808
C 0.738 -0.643 4.069
C 0.504 -2.270 4.206
O -0.074 0.163 3.354
H 5.525 -4.983 4.655
H 5.211 -3.256 5.525
H 6.802 -4.203 5.908
H 4.687 -2.931 3.383
H 5.906 -3.504 2.064
H 6.777 -1.313 1.615
H 4.988 -0.866 2.019
H 4.438 1.533 5.076
H 3.991 0.032 6.124
H 2.994 0.606 3.121
H 3.294 -1.228 3.559
H -0.535 -2.593 3.722
H 0.381 -2.498 5.371
H 1.428 -2.810 3.733
C -0.715 -4.029 -0.458
C -1.324 -2.735 0.074
N -0.623 -1.530 -0.378
C -0.990 -0.327 0.373
C -2.433 0.155 0.271
C -0.503 -1.353 -1.825
C -1.787 -1.340 -2.648
H 0.355 -4.084 -0.238
H -1.198 -4.890 0.018
H -0.856 -4.133 -1.538
H -1.267 -2.788 1.169
H -2.388 -2.708 -0.184
H -0.322 0.497 0.091
H -0.771 -0.510 1.433
H -2.639 0.611 -0.699
H -2.617 0.925 1.028
H -3.154 -0.649 0.444
H 0.138 -2.153 -2.216
H 0.059 -0.434 -2.037
H -2.456 -2.166 -2.394
H -1.542 -1.439 -3.711
H -2.333 -0.402 -2.534
C -4.169 2.232 -6.320
C -3.865 2.348 -4.829
N -2.913 3.414 -4.508
C -2.376 3.324 -3.148
C -3.354 3.488 -1.990
C -3.273 4.762 -4.950
C -4.608 5.331 -4.481
H -3.250 2.137 -6.907
H -4.778 1.340 -6.507
H -4.732 3.094 -6.690
H -3.437 1.386 -4.520
H -4.807 2.463 -4.281
H -1.563 4.052 -3.028
H -1.889 2.346 -3.041
H -3.671 4.526 -1.873
H -2.866 3.198 -1.053
H -4.242 2.859 -2.102
H -3.270 4.773 -6.048
H -2.476 5.465 -4.675
H -5.434 4.626 -4.611
H -4.851 6.225 -5.067
H -4.573 5.637 -3.434
```

Calculated values
SMILES string: COCCOC(=O)CCOC(C)=O.CCN(CC)CC.CCN(CC)CC
Multiplicity: 1

Results of the Löwdin charge analysis, in e, for atoms 1 through 5: number 1, C, carries -0.12; number 2, O, carries -0.22; number 3, C, carries -0.21; number 4, C, carries -0.15; number 5, O, carries -0.08

| no. | DFT total energy (Ha) |
| --- | --- |
| 1 | -466.70489 |
| 2 | -5599.59509 |
| 3 | -2046.42632 |
| 4 | -396.08611 |
| 5 | -5646.00821 |
| 6 | -1273.87058 |